1.
Below is a molecular structure, C30H39FGeN4OPtS, with properties calculated with the ωB97M-V functional and the def2-TZVPD basis.

Computed properties:
highest occupied orbital energy: -7.2 eV
orbital gap: 7.04 eV
E_tot: -4155.12586 a.u.

XYZ file:
```
78
Properties=species:S:1:pos:R:3:lowdin_charge:R:1
Pt 0.242 0.187 -0.164 1.216
Ge 0.666 -3.023 -1.710 0.791
S 0.487 0.302 2.090 0.746
F -0.362 2.519 -0.098 -0.044
O 0.180 0.585 -2.159 -0.229
N -1.805 0.129 0.005 -0.101
N 2.958 0.290 0.972 0.007
N 2.248 0.339 -0.212 -0.192
N 2.873 0.191 3.244 0.072
C 3.543 0.325 -3.616 -0.057
C 0.878 0.350 -4.389 -0.014
C -2.006 -1.964 2.044 -0.420
C -3.475 3.854 1.166 -0.100
C -1.665 2.541 0.360 -0.226
C -2.837 0.081 -3.474 -0.059
C -2.160 3.764 0.732 -0.022
C 3.230 0.262 -4.949 -0.094
C -4.236 2.691 1.197 -0.089
C -3.781 0.161 -2.274 -0.360
C -0.715 -2.718 -3.058 -0.183
C -2.681 -0.987 -0.231 -0.178
C 2.239 0.270 2.039 -0.801
C 0.327 -4.761 -0.848 -0.208
C 0.526 -1.853 -0.123 -0.332
C -4.402 -2.130 -1.495 -0.047
C -2.712 -2.051 0.700 -0.151
C -5.222 0.309 -2.771 -0.077
C -1.566 -3.316 2.605 -0.069
C 2.446 -3.096 -2.533 -0.198
C 1.882 0.270 -5.325 -0.067
C 2.543 0.393 -2.627 -0.165
C -4.325 -3.227 -0.659 -0.070
C 2.979 0.389 -1.268 -0.054
C -2.372 1.333 0.380 -0.266
C -2.886 -1.237 3.067 -0.043
C -3.493 -3.175 0.442 -0.040
C -3.706 1.469 0.822 -0.042
C -3.594 -1.009 -1.318 -0.134
C 1.173 0.419 -3.007 -0.340
H -5.490 -0.475 -3.486 0.071
H -5.323 1.265 -3.290 0.081
H -4.331 0.586 0.848 0.119
H 0.380 -5.556 -1.598 0.022
H -1.807 -0.019 -3.154 0.028
H -0.857 -3.162 3.422 0.084
H -0.575 -1.764 -3.568 -0.009
H -3.831 -1.771 3.210 0.089
H -3.102 -0.773 -4.110 0.091
H 1.389 -2.035 0.521 0.018
H -2.376 -1.182 4.033 0.082
H -3.482 -4.004 1.139 0.105
H 3.230 -3.209 -1.778 0.026
H 2.347 0.399 4.072 0.078
H -1.111 -1.362 1.929 -0.009
H 2.660 -2.216 -3.137 -0.005
H 4.049 0.405 -1.077 0.137
H 2.479 -3.972 -3.189 0.023
H -0.163 0.377 -4.684 0.107
H -5.099 -2.156 -2.323 0.105
H 4.581 0.312 -3.300 0.115
H -3.892 4.808 1.459 0.097
H -2.922 0.990 -4.079 0.087
H 1.622 0.217 -6.379 0.109
H -3.563 1.074 -1.728 0.115
H 4.008 0.205 -5.699 0.102
H -1.078 -3.934 1.847 0.066
H -0.663 -3.518 -3.801 0.029
H -1.707 -2.727 -2.599 0.016
H -0.670 -4.777 -0.401 0.008
H -5.269 2.730 1.525 0.104
H 1.065 -4.976 -0.070 0.025
H 3.852 0.427 3.254 0.099
H -4.941 -4.100 -0.844 0.104
H -5.945 0.290 -1.951 0.085
H -3.112 -0.220 2.746 0.062
H -2.409 -3.883 3.012 0.078
H -1.513 4.630 0.666 0.120
H -0.348 -2.243 0.398 -0.026
```


2.
Below is a molecular structure, C30H39GdN3S at a distorted geometry, with properties calculated with the ωB97M-V functional and the def2-TZVPD basis.

Computed properties:
spin multiplicity: 8
total charge: -1
highest occupied orbital energy (alpha / beta): -1.4 / 0.0 eV
⟨S²⟩: 16.815
orbital gap (alpha / beta): 3.77 / 2.45 eV
E_tot: -2494.57921 a.u.

XYZ file:
```
74
Properties=species:S:1:pos:R:3:lowdin_spin:R:1
Gd -0.561 0.331 0.420 7.504
S -1.611 -2.112 1.146 0.146
N 2.277 1.819 1.017 -0.076
N 2.732 0.093 -0.207 -0.058
N -0.338 1.397 2.456 -0.054
C 2.263 -2.270 0.105 -0.050
C 0.495 2.483 2.638 -0.030
C -1.234 1.069 -1.942 0.011
C -1.732 2.079 4.286 -0.015
C 0.188 3.235 -1.725 -0.003
C -2.032 -3.155 2.568 0.062
C 2.352 -2.628 -2.681 -0.007
C 3.799 0.978 -0.338 -0.025
C -1.826 2.534 -0.247 -0.001
C -0.562 0.462 -3.123 0.006
C -3.995 1.371 0.586 0.001
C 2.630 -1.213 -0.753 -0.073
C -1.387 1.163 3.295 0.002
C -0.942 3.221 4.464 -0.022
C 2.187 -2.107 1.593 -0.026
C 2.022 -3.702 -1.854 -0.100
C 1.717 0.629 0.567 -0.201
C 3.551 2.026 0.445 0.010
C 2.017 -3.519 -0.469 -0.013
C -2.783 1.472 -0.268 0.007
C 0.165 3.418 3.663 0.013
C -1.419 -3.359 -0.140 0.025
C -3.217 -0.608 -1.766 0.014
C 1.650 2.711 1.847 0.042
C 1.640 -5.035 -2.423 -0.020
C -2.429 0.575 -1.325 0.019
C 2.697 -1.382 -2.149 -0.061
C -1.950 3.789 0.540 -0.001
C -0.867 2.286 -1.280 0.000
C 3.051 -0.260 -3.075 -0.016
H -2.413 -3.637 -0.512 0.000
H -2.218 -2.516 3.438 0.001
H 1.043 2.700 -2.157 -0.001
H 2.006 -5.137 -3.450 -0.001
H 0.548 -5.166 -2.441 -0.008
H -4.224 0.326 0.834 0.000
H -1.898 0.195 3.193 0.001
H -4.868 1.795 0.067 0.000
H 2.602 -0.454 -4.059 0.000
H 2.347 -2.757 -3.766 0.001
H -0.263 -0.581 -2.933 0.004
H 1.804 -4.373 0.177 -0.003
H -2.937 -3.725 2.329 0.007
H -0.829 -2.950 -0.968 0.013
H 0.573 3.826 -0.886 0.001
H -0.193 3.935 -2.488 -0.001
H 0.346 1.013 -3.391 0.000
H -2.579 -1.340 -2.277 0.003
H -1.233 0.455 -3.996 0.000
H -2.606 1.883 4.904 -0.002
H 0.839 4.264 3.778 0.001
H 2.692 0.718 -2.728 -0.002
H 3.186 -2.062 2.053 -0.003
H 4.140 -0.184 -3.225 -0.009
H -3.696 -1.118 -0.919 0.001
H -1.197 -3.834 2.774 0.003
H 2.221 3.621 2.032 0.004
H 1.656 -2.963 2.029 -0.002
H 4.143 2.877 0.719 0.001
H -0.895 -4.228 0.272 0.001
H 1.654 -1.195 1.913 -0.007
H -4.010 -0.311 -2.472 0.002
H -3.867 1.912 1.532 0.000
H 4.665 0.744 -0.935 -0.004
H -2.290 3.588 1.562 0.000
H -0.989 4.310 0.613 0.000
H -2.673 4.483 0.078 -0.001
H -1.192 3.935 5.246 -0.002
H 2.058 -5.845 -1.813 -0.004
```


Record order is preserved below.
Relative energy (zero: lowest compared OMol25 entry of this formula, charge and spin): 0.169, 0.000 eV